Record 1
The following is a quantum chemistry calculation of a molecular structure, C6H9P in a non-equilibrium geometry, from the Open Molecules 2025 dataset.

Geometry (Å):
C1 -0.220 -0.280 -0.799
C2 0.238 -0.784 -2.113
C3 0.887 0.423 -1.632
C4 -0.133 -0.873 0.592
C5 -1.320 -0.050 1.180
C6 1.270 -0.580 1.150
P1 -1.635 0.729 -0.292
H1 0.706 1.252 -2.369
H2 1.823 0.557 -1.143
H3 -0.386 -1.956 0.704
H4 -1.406 0.393 2.159
H5 1.076 -0.794 2.317
H6 1.351 0.553 1.241
H7 2.057 -1.219 0.691
H8 -1.402 2.087 -0.667
H9 -2.908 0.541 -1.019

- multiplicity = 1
- HOMO-LUMO gap (eV) = 6.564
- highest occupied orbital energy (eV) = -7.5
- ΔE to the lowest compared entry with this formula, charge and spin (eV) = 7.588
- charge = 0
- max |F| (eV/Å) = 4.09
- E_LUMO (eV) = -0.91
- E_tot (eV) = -15648.1586

Record 2
The following is a quantum chemistry calculation of 6 unconnected molecules or ions with the total composition C42H47Cl2F5NO in a non-equilibrium geometry, from the Open Molecules 2025 dataset.

Geometry (Å):
C1 1.767 -5.329 -2.110
C2 0.876 -4.110 -2.556
C3 0.192 -4.575 -3.881
C4 -0.209 -3.960 -1.448
C5 -1.021 -2.624 -1.483
Cl1 -1.704 -2.435 0.218
C6 -2.152 -2.619 -2.540
C7 -3.152 -1.439 -2.415
C8 -4.626 -1.795 -2.760
Cl2 -5.214 -3.332 -2.016
C9 -0.018 -1.438 -1.668
C10 1.091 -1.642 -2.742
C11 2.193 -0.556 -2.416
C12 0.611 -1.269 -4.199
N1 1.778 -2.949 -2.688
O1 2.690 -2.970 -1.777
H1 1.969 -5.288 -1.028
H2 1.128 -6.222 -2.254
H3 2.689 -5.401 -2.700
H4 0.909 -5.173 -4.468
H5 -0.264 -3.776 -4.479
H6 -0.626 -5.270 -3.615
H7 -0.906 -4.812 -1.395
H8 0.330 -3.962 -0.479
H9 -2.620 -3.617 -2.541
H10 -1.667 -2.518 -3.529
H11 -2.840 -0.672 -3.164
H12 -3.148 -0.931 -1.441
H13 -4.795 -1.744 -3.848
H14 -5.251 -0.989 -2.338
H15 0.414 -1.128 -0.701
H16 -0.618 -0.565 -2.001
H17 1.729 0.410 -2.691
H18 2.367 -0.491 -1.330
H19 3.104 -0.765 -2.988
H20 0.846 -2.069 -4.921
H21 1.186 -0.394 -4.555
H22 -0.447 -0.968 -4.231
F1 0.215 2.060 -1.893
C13 1.040 2.676 -1.019
C14 1.879 3.677 -1.470
C15 2.723 4.311 -0.567
C16 2.723 3.928 0.769
C17 1.876 2.915 1.206
C18 1.025 2.287 0.308
H23 1.870 3.955 -2.517
H24 3.380 5.102 -0.905
H25 3.384 4.421 1.471
H26 1.880 2.615 2.246
H27 0.352 1.501 0.630
F2 -3.247 1.167 -4.281
C19 -2.790 2.392 -4.611
C20 -1.623 2.845 -4.025
C21 -1.143 4.103 -4.361
C22 -1.839 4.894 -5.269
C23 -3.013 4.424 -5.846
C24 -3.492 3.161 -5.520
H28 -1.103 2.219 -3.317
H29 -0.227 4.468 -3.914
H30 -1.465 5.877 -5.527
H31 -3.557 5.041 -6.549
H32 -4.400 2.775 -5.964
F3 2.474 4.308 4.169
C25 1.552 5.291 4.263
C26 1.311 5.878 5.491
C27 0.367 6.892 5.583
C28 -0.331 7.298 4.452
C29 -0.082 6.694 3.226
C30 0.869 5.687 3.128
H33 1.858 5.542 6.363
H34 0.175 7.365 6.538
H35 -1.070 8.086 4.527
H36 -0.629 7.006 2.345
H37 1.083 5.210 2.181
F4 0.913 -8.897 3.351
C31 1.243 -7.618 3.099
C32 0.265 -6.642 3.162
C33 0.609 -5.321 2.906
C34 1.920 -4.994 2.580
C35 2.891 -5.987 2.515
C36 2.553 -7.308 2.781
H38 -0.752 -6.917 3.410
H39 -0.146 -4.546 2.959
H40 2.185 -3.964 2.375
H41 3.910 -5.733 2.257
H42 3.297 -8.093 2.744
F5 1.467 2.357 7.407
C37 0.422 1.901 6.692
C38 0.239 2.355 5.399
C39 -0.837 1.881 4.660
C40 -1.721 0.968 5.225
C41 -1.525 0.524 6.528
C42 -0.444 0.989 7.266
H43 0.931 3.069 4.979
H44 -0.988 2.224 3.644
H45 -2.561 0.602 4.649
H46 -2.215 -0.184 6.969
H47 -0.271 0.648 8.279

- multiplicity = 2
- HOMO-LUMO gap (alpha / beta) (eV) = 9.217 / 9.247
- highest occupied orbital energy (alpha / beta) (eV) = -8.7 / -9.2
- charge = 0
- max |F| (eV/Å) = 2.65
- E_LUMO (alpha / beta) (eV) = 0.51 / 0.09
- E_tot (eV) = -86484.1377

Record 3
The following is a quantum chemistry calculation of 2 unconnected molecules or ions with the total composition C15H25NO6PS in a non-equilibrium geometry, from the Open Molecules 2025 dataset.

Geometry (Å):
C1 5.145 0.506 -0.616
C2 4.315 0.238 -1.884
N1 2.929 0.743 -1.777
C3 2.682 1.884 -2.399
C4 1.456 2.462 -2.359
C5 0.443 1.879 -1.642
C6 -0.902 2.531 -1.607
C7 0.718 0.663 -0.973
C8 -0.427 0.068 -0.178
C9 -1.500 -0.615 -1.101
C10 -1.070 -0.888 -2.542
O1 -2.717 0.113 -1.189
C11 1.973 0.082 -1.060
P1 2.224 -1.516 -0.156
O2 2.118 -1.150 1.401
O3 3.694 -2.140 -0.307
S1 0.948 -2.875 -0.619
H1 5.151 -0.341 0.067
H2 4.753 1.376 -0.083
H3 6.182 0.709 -0.883
H4 4.363 -0.801 -2.194
H5 4.809 0.795 -2.677
H6 3.483 2.345 -2.956
H7 1.312 3.395 -2.888
H8 -1.261 2.690 -0.591
H9 -0.797 3.503 -2.095
H10 -1.631 1.970 -2.191
H11 -0.931 0.920 0.312
H12 -0.064 -0.570 0.621
H13 -1.743 -1.583 -0.646
H14 -1.223 -0.014 -3.182
H15 -1.724 -1.667 -2.943
H16 -0.052 -1.257 -2.644
H17 -2.884 0.590 -0.367
H18 2.894 -1.538 1.842
H19 3.771 -2.581 -1.165
C12 -3.269 -2.300 3.973
C13 -3.296 -0.801 3.806
C14 -4.626 -0.247 3.360
O4 -4.231 0.930 2.633
C15 -2.990 0.717 2.175
O5 -2.439 1.415 1.366
O6 -2.436 -0.376 2.726
H20 -2.310 -2.621 4.379
H21 -4.058 -2.631 4.648
H22 -3.389 -2.800 3.010
H23 -2.951 -0.314 4.721
H24 -5.276 0.015 4.191
H25 -5.165 -0.911 2.681

- multiplicity = 1
- HOMO-LUMO gap (eV) = 8.052
- highest occupied orbital energy (eV) = -11.9
- charge = +1
- max |F| (eV/Å) = 2.60
- E_LUMO (eV) = -3.85
- E_tot (eV) = -49855.7539

Record 4
The following is a quantum chemistry calculation of 5 unconnected molecules or ions with the total composition CH11O4S in a non-equilibrium geometry, from the Open Molecules 2025 dataset.

Geometry (Å):
C1 1.506 0.470 -1.519
S1 0.692 2.111 -1.739
H1 1.881 0.096 -2.469
H2 2.317 0.582 -0.823
H3 0.774 -0.167 -1.018
H4 -1.602 0.733 -0.557
H5 -1.589 0.338 -1.988
O1 -2.207 0.451 -1.259
H6 0.186 1.568 0.429
H7 0.027 1.430 1.951
O2 0.351 0.944 1.181
H8 0.282 -1.809 -0.129
H9 0.869 -1.256 1.129
O3 0.705 -2.107 0.689
H10 -1.009 -1.762 1.786
H11 -1.697 -0.414 1.913
O4 -1.488 -1.209 2.424

- multiplicity = 1
- HOMO-LUMO gap (eV) = 6.669
- highest occupied orbital energy (eV) = -3.1
- ΔE to the lowest compared entry with this formula, charge and spin (eV) = 0.596
- charge = -1
- max |F| (eV/Å) = 1.03
- E_LUMO (eV) = 3.53
- E_tot (eV) = -20242.3255

Record 5
The following is a quantum chemistry calculation of a single C3H7N3S molecule in a non-equilibrium geometry, from the Open Molecules 2025 dataset.

Geometry (Å):
C1 1.094 -0.105 0.731
C2 2.353 -0.537 -0.048
C3 -2.539 0.260 -0.631
N1 0.694 1.203 0.552
N2 -0.323 1.710 0.473
N3 -1.642 -0.108 0.434
S1 -0.407 -1.145 0.108
H1 1.235 -0.402 1.814
H2 2.980 -1.264 0.567
H3 2.683 0.427 -0.411
H4 2.065 -1.191 -0.909
H5 -3.382 -0.455 -0.723
H6 -2.886 1.238 -0.420
H7 -1.926 0.370 -1.538

- multiplicity = 1
- HOMO-LUMO gap (alpha / beta) (eV) = 7.561 / 7.305
- highest occupied orbital energy (alpha / beta) (eV) = -7.6 / -7.4
- ΔE to the lowest compared entry with this formula, charge and spin (eV) = 4.569
- charge = 0
- max |F| (eV/Å) = 3.73
- E_LUMO (alpha / beta) (eV) = 0.01 / -0.14
- E_tot (eV) = -18525.9019

Record 6
The following is a quantum chemistry calculation of a single C3H5NO3S molecule in a non-equilibrium geometry, from the Open Molecules 2025 dataset.

Geometry (Å):
C1 -2.066 0.367 0.649
C2 0.716 1.173 1.282
C3 -0.462 -1.009 -0.936
N1 -1.456 -0.050 -0.578
O1 -3.263 0.469 0.633
O2 -0.100 -0.788 -2.267
O3 -0.181 -1.872 -0.218
S1 -1.016 0.739 1.951
H1 1.350 0.312 0.828
H2 0.712 1.979 0.467
H3 -2.178 0.242 -1.421
H4 -0.423 -1.440 -2.919
H5 1.449 1.599 2.016

- multiplicity = 3
- HOMO-LUMO gap (alpha / beta) (eV) = 5.750 / 5.856
- highest occupied orbital energy (alpha / beta) (eV) = -5.4 / -9.6
- ΔE to the lowest compared entry with this formula, charge and spin (eV) = 0.476
- charge = 0
- max |F| (eV/Å) = 7.14
- E_LUMO (alpha / beta) (eV) = 0.39 / -3.77
- E_tot (eV) = -21654.3172